ORCA calculation (the ωB97M-V functional and the def2-TZVPD basis) on a 15-piece molecular cluster, C72H162N6O27 overall at a distorted geometry.

CARTESIAN COORDINATES (ANGSTROEM)
H1 -6.144 -2.437 2.919
H2 -5.268 0.816 0.624
H3 3.421 -3.727 -4.623
H4 -2.000 2.300 2.971
H5 -5.767 4.478 -4.560
H6 2.837 4.407 1.608
H7 -3.972 -5.189 -3.577
H8 -2.001 -3.789 7.793
H9 -7.793 -0.909 4.015
H10 4.626 2.153 -3.025
H11 0.741 -7.518 -4.087
H12 -3.125 -7.720 2.660
C1 2.431 4.411 -2.010
H13 3.776 0.684 -3.677
C2 -3.733 -1.777 2.446
H14 7.785 -2.346 -0.122
H15 2.143 -7.564 -5.087
C3 -4.776 4.918 -4.464
H16 -1.939 2.459 -2.936
O1 -5.614 4.457 2.707
C4 0.029 -3.754 2.143
H17 -5.113 1.243 -1.098
O2 6.071 3.162 -1.063
H18 5.534 1.281 2.432
N1 -0.023 -0.624 -1.647
H19 -4.475 0.717 5.743
H20 -0.940 -3.344 1.826
H21 2.090 4.091 -7.163
H22 -3.706 0.495 -0.280
O3 -5.326 -0.776 -0.683
C5 2.048 -0.112 3.238
H23 -5.285 2.783 3.731
C6 -4.380 2.650 -3.891
C7 -3.964 2.026 -5.250
H24 5.587 1.175 0.723
H25 3.010 -5.864 -5.777
H26 -4.052 4.926 -0.677
O4 2.509 3.071 -1.803
H27 -2.963 1.674 -5.248
C8 -5.071 -1.386 5.963
H28 2.112 -1.293 -3.259
H29 5.685 -2.987 3.521
H30 -0.630 -5.003 -7.870
C9 -0.175 -4.064 -7.504
H31 1.153 2.789 4.783
O5 7.996 2.555 -0.255
H32 -4.389 4.976 -5.486
H33 -4.925 -6.211 3.097
C10 9.206 1.696 -0.246
C11 -3.821 -2.101 3.896
H34 -1.835 3.841 4.811
C12 3.659 -4.365 -0.052
H35 -3.300 1.355 3.777
H36 0.649 3.701 6.113
C13 -0.558 -0.062 -4.905
C14 -4.015 -5.764 2.675
H37 3.298 6.842 -0.047
H38 -3.106 -0.464 5.985
H39 -6.795 3.467 4.072
H40 -0.930 -5.236 3.362
H41 4.270 -3.694 -6.227
C15 -4.757 -1.222 -1.839
C16 -2.519 4.302 -3.851
H42 0.640 -3.899 -8.169
H43 3.873 0.975 -1.856
H44 7.694 -1.524 -2.488
H45 -5.137 3.787 8.579
C17 0.437 1.702 -6.055
H46 -6.101 -1.144 6.212
C18 -3.776 5.675 0.108
H47 2.415 5.419 5.587
O6 -2.862 -6.400 -0.727
H48 9.742 -0.265 0.526
H49 -1.605 0.298 -0.849
H50 6.031 -4.561 1.661
H51 -3.425 -5.305 3.482
H52 0.387 -4.512 1.436
H53 -1.793 6.344 0.917
H54 -3.954 6.865 -3.643
H55 -0.391 2.233 0.195
C19 1.465 3.602 5.428
H56 -3.000 -1.661 4.474
H57 10.032 2.275 0.241
C20 6.857 -2.002 -2.009
H58 -3.949 -7.343 1.150
C21 -4.120 -0.201 6.303
C22 1.082 -7.579 -5.096
C23 -1.533 -2.537 -0.984
H59 -5.613 2.046 8.542
H60 4.513 -2.486 2.235
H61 -3.855 -2.515 -3.799
H62 -1.735 1.385 4.406
O7 -1.842 2.245 6.723
H63 -4.256 -0.889 2.111
H64 -4.221 6.599 -0.203
H65 -6.143 -3.477 4.520
H66 6.471 4.054 0.677
C24 -2.986 2.624 6.846
C25 6.051 4.305 -0.286
H67 -3.785 -3.228 4.003
H68 0.430 -6.644 -6.912
C26 -5.058 2.843 8.020
C27 -7.593 -1.871 4.478
H69 0.772 -8.491 -5.599
H70 -0.467 -6.335 -5.512
H71 -5.507 -3.118 -3.979
N2 -3.957 4.023 -3.741
H72 -2.687 -1.648 2.139
H73 5.981 -1.572 2.574
O8 -3.593 3.313 5.845
H74 -0.717 -5.126 -2.023
C28 -6.197 -2.394 4.059
H75 5.575 -5.044 -0.635
C29 7.088 2.349 -1.237
C30 -1.249 -3.807 5.494
C31 -4.269 -4.464 -2.835
H76 -0.983 -3.305 -7.739
H77 -3.586 -4.366 -2.030
O9 -0.716 -6.164 -0.171
H78 -7.812 -1.974 5.508
H79 4.739 2.511 1.562
H80 2.763 -2.819 -5.983
C32 3.684 0.631 1.540
H81 -0.254 -0.563 4.075
C33 1.709 3.091 -7.490
C34 0.263 -4.082 -6.068
H82 -1.782 -1.179 -2.539
H83 -5.127 -4.885 -2.353
C35 0.433 -0.395 4.945
C36 2.782 6.496 -0.963
H84 -2.393 5.361 -3.649
H85 -1.937 3.833 -1.844
H86 -2.101 -3.261 -1.517
H87 3.685 -4.904 0.841
C37 0.717 4.906 2.022
C38 3.282 -3.710 -5.691
C39 -2.230 5.677 0.136
C40 2.680 2.584 -8.563
H88 -4.401 -5.011 1.928
C41 7.083 -2.863 -0.785
H89 8.571 0.535 1.421
H90 -5.547 6.940 -4.421
C42 0.518 -6.422 -5.859
C43 2.436 2.125 -2.893
C44 -2.463 2.006 3.918
H91 3.781 -0.381 1.109
H92 1.936 3.241 2.542
N3 5.874 -3.145 0.057
C45 -4.790 0.553 -0.376
O10 -4.327 5.452 1.370
H93 3.000 1.197 0.918
C46 -0.906 -1.656 -2.081
H94 9.520 1.570 -1.272
C47 -4.632 -3.078 -3.298
C48 4.169 4.476 3.772
H95 0.699 -3.124 -5.718
H96 -0.009 0.244 5.709
H97 -5.506 2.872 7.028
H98 8.103 -0.130 -0.221
H99 2.266 2.706 -3.762
H100 6.293 -2.547 -2.781
C49 2.522 -4.963 -6.128
H101 -0.563 -6.817 -2.229
O11 -0.593 2.183 -6.533
C50 4.878 5.232 4.809
C51 4.910 1.465 1.571
C52 2.004 -1.910 -2.302
H102 -0.060 4.803 2.823
H103 -2.106 4.089 -4.862
C53 3.807 1.461 -2.865
H104 3.638 2.417 -8.144
C54 5.044 -4.081 -0.608
H105 -5.443 2.683 -3.824
H106 -0.614 3.672 -3.031
H107 3.065 -4.894 -0.784
C55 6.206 -3.485 1.403
H108 1.043 5.650 4.571
H109 2.606 -5.056 -7.233
N4 2.789 4.919 3.602
C56 -1.785 -2.781 7.522
O12 7.187 1.536 -2.087
O13 -3.675 2.432 7.944
C57 8.877 0.392 0.399
H110 0.838 5.965 1.793
H111 -4.059 -2.613 1.784
H112 7.558 -3.821 -1.084
C58 -0.292 -6.003 -1.557
H113 0.718 -4.714 4.034
O14 2.693 5.035 -0.894
O15 -0.844 -3.432 4.282
H114 -1.028 0.583 -4.155
H115 -4.509 1.094 -5.572
O16 -5.132 -2.492 -2.076
C59 -1.974 -6.392 0.088
H116 2.739 3.399 -9.290
H117 -0.388 -2.349 -2.786
H118 0.759 -2.950 2.145
C60 1.310 -1.155 -1.243
H119 -6.495 2.559 2.500
H120 0.744 3.187 -7.945
H121 -0.782 -2.527 7.933
C61 -1.686 3.494 -2.838
H122 4.183 3.398 4.055
O17 -4.034 -0.547 -2.488
H123 1.339 -1.777 -0.344
O18 2.285 4.926 -3.069
H124 2.982 -2.166 -1.938
O19 -1.846 -2.766 6.109
C62 -3.327 -6.910 1.936
H125 5.897 5.013 4.704
H126 -8.285 -2.510 3.979
H127 -2.276 -2.148 -0.261
H128 -2.599 -2.146 7.782
C63 2.158 4.354 2.452
O20 1.694 2.122 -6.454
O21 0.630 0.663 -5.326
C64 -0.567 0.200 -0.559
O22 -4.896 3.352 0.861
H129 -0.682 -4.152 -5.495
C65 -6.142 3.256 3.250
H130 5.029 4.602 -0.082
H131 1.110 1.433 0.091
H132 4.861 -3.756 -1.624
C66 -2.803 3.361 4.642
N5 1.146 -5.138 -5.683
H133 1.427 -2.810 -2.653
H134 1.966 -0.252 -1.097
H135 4.567 4.703 2.780
H136 -4.050 0.060 7.353
H137 -0.662 -0.377 0.406
H138 7.256 -3.332 1.593
C67 0.188 1.537 -0.412
H139 0.285 4.424 1.153
H140 2.384 3.272 5.996
H141 -1.166 -0.237 -5.765
H142 -4.004 2.086 -3.067
H143 0.300 2.060 -1.396
H144 -0.783 -3.047 -0.384
C68 -0.216 -4.412 3.490
H145 3.221 6.751 -1.951
C69 5.556 -2.618 2.496
H146 6.590 5.028 -0.867
H147 2.355 1.697 -9.042
H148 -5.355 6.233 -2.848
O23 -1.066 -4.877 5.991
H149 -1.900 4.653 0.350
O24 -2.047 -6.518 1.418
H150 0.781 -5.962 -1.560
C70 1.841 4.951 4.778
O25 1.472 -0.970 2.621
H151 -4.043 2.726 -6.096
H152 4.498 4.942 5.787
H153 0.795 -1.387 5.215
O26 3.056 0.653 2.860
H154 6.111 -1.226 -1.773
H155 1.646 1.405 -2.810
H156 -3.446 3.906 4.003
H157 1.787 6.982 -0.957
H158 -1.802 5.940 -0.860
N6 -5.072 -1.566 4.476
H159 -4.815 -2.337 6.525
O27 1.650 0.263 4.459
C71 -4.944 4.278 1.568
C72 -4.872 6.320 -3.828
H160 3.110 -3.377 0.004
H161 -0.210 -0.911 -4.313
H162 4.723 6.300 4.681

Results
Molar mass (g/mol): 1544.1
HOMO energy (eV): -7.76
Gap between HOMO and LUMO (Ha): 0.3073